This record from OMol25 describes a structure of composition C22H19Cl2N5NiO2S. The level of theory is wB97M-V/def2-TZVPD.

- frontier orbital gap (spin up / spin down) (eV) = 7.06 / 6.85
- 2S+1 = 3
- max |F| (Eh/bohr) = 0.01267
- HOMO (spin up / spin down) (eV) = -7.611 / -7.622
- DFT total energy (hartree) = -4100.9641

CARTESIAN COORDINATES (ANGSTROEM)
Ni  0.902  0.916  -3.078
C  1.511  2.815  0.649
C  1.203  2.437  -0.760
N  1.795  1.503  -1.403
N  2.808  0.794  -0.868
C  3.270  -0.099  -1.721
N  4.285  -0.854  -1.274
S  2.716  -0.420  -3.351
C  0.150  3.134  -1.537
C  -0.659  4.106  -0.974
C  -1.649  4.692  -1.748
C  -1.801  4.304  -3.067
C  -0.944  3.337  -3.565
N  0.009  2.778  -2.829
H  2.296  2.171  1.028
H  0.621  2.696  1.271
H  1.835  3.858  0.719
H  4.580  -0.767  -0.315
H  4.592  -1.633  -1.826
H  -0.521  4.392  0.059
H  -2.302  5.440  -1.317
H  -2.569  4.728  -3.698
H  -1.018  3.005  -4.593
Cl  1.111  -0.221  2.871
C  -0.281  -0.967  3.596
C  -0.360  -0.940  4.982
C  -1.505  -1.357  5.633
C  -2.587  -1.791  4.880
C  -2.484  -1.844  3.507
Cl  -3.873  -2.410  2.616
C  -1.316  -1.469  2.804
N  -1.295  -1.555  1.429
C  -0.321  -2.071  0.563
C  0.830  -2.683  1.054
C  1.773  -3.216  0.192
C  1.563  -3.179  -1.175
C  0.381  -2.637  -1.658
C  -0.578  -2.085  -0.820
C  -1.864  -1.599  -1.454
C  -1.643  -0.785  -2.717
O  -2.285  -1.040  -3.723
O  -0.748  0.131  -2.602
H  0.483  -0.553  5.538
H  -1.563  -1.329  6.713
H  -3.509  -2.102  5.353
H  -2.213  -1.544  1.032
H  0.969  -2.785  2.121
H  2.662  -3.683  0.600
H  2.301  -3.576  -1.861
H  0.187  -2.639  -2.725
H  -2.464  -0.967  -0.800
H  -2.483  -2.442  -1.752